(1)
{
  "formula": "C20H48BClF7N2O12S2",
  "method": "the ωB97M-V functional and the def2-TZVPD basis",
  "species": ["C", "C", "N", "C", "C", "F", "F", "C", "F", "F", "C", "F", "F", "F", "C", "C", "C", "C", "C", "S", "O", "O", "Cl", "N", "S", "C", "B", "O", "O", "H", "H", "H", "H", "H", "H", "H", "H", "H", "H", "H", "H", "H", "H", "H", "H", "C", "O", "H", "H", "H", "H", "C", "O", "H", "H", "H", "H", "C", "O", "H", "H", "H", "H", "C", "O", "H", "H", "H", "H", "C", "O", "H", "H", "H", "H", "C", "O", "H", "H", "H", "H", "C", "O", "H", "H", "H", "H", "C", "O", "H", "H", "H", "H"],
  "xyz": [[0.175, -3.811, 4.540], [0.799, -3.706, 3.037], [0.460, -2.358, 2.435], [1.194, -1.132, 2.670], [2.477, -0.817, 3.546], [2.136, -1.185, 4.902], [2.839, 0.546, 3.598], [3.793, -1.663, 3.177], [3.926, -2.792, 4.049], [4.911, -0.821, 3.508], [3.966, -2.030, 1.629], [3.586, -1.013, 0.732], [5.368, -2.231, 1.422], [3.343, -3.227, 1.226], [0.421, -0.037, 1.882], [0.652, 1.529, 1.748], [1.853, 1.960, 0.775], [1.392, 2.142, -0.781], [2.771, 2.334, -1.633], [3.127, 4.169, -1.821], [4.581, 4.414, -2.160], [2.855, 4.936, -0.542], [1.863, 4.840, -3.372], [-0.705, -0.734, 1.241], [-1.865, 0.158, 0.272], [-0.694, -2.162, 1.570], [-1.811, -3.239, 1.073], [-2.773, -2.920, 0.025], [-1.968, -4.569, 1.655], [0.273, -2.836, 5.125], [-0.895, -4.199, 4.550], [0.863, -4.569, 5.080], [1.923, -3.858, 3.168], [0.442, -4.571, 2.365], [0.940, 1.904, 2.804], [-0.268, 2.130, 1.446], [2.166, 3.025, 1.104], [2.794, 1.322, 0.862], [0.864, 3.166, -0.828], [0.755, 1.278, -1.160], [2.657, 1.902, -2.692], [3.685, 1.902, -1.102], [-3.017, 0.279, 1.079], [-3.437, -2.358, 0.514], [-1.365, -5.158, 1.134], [-6.622, -4.262, -0.111], [-5.667, -3.239, -0.366], [-7.541, -3.804, 0.256], [-6.833, -4.806, -1.035], [-6.232, -4.947, 0.646], [-4.866, -3.672, -0.689], [8.105, 4.373, -2.129], [7.907, 3.015, -1.763], [9.138, 4.651, -1.914], [7.913, 4.498, -3.198], [7.432, 5.011, -1.552], [6.987, 2.799, -1.964], [-7.726, -3.809, -3.807], [-7.920, -5.169, -3.443], [-6.697, -3.526, -3.582], [-7.909, -3.686, -4.878], [-8.409, -3.176, -3.236], [-8.836, -5.393, -3.652], [-1.181, 6.871, -5.019], [-1.187, 5.539, -4.523], [-2.184, 7.122, -5.363], [-0.888, 7.560, -4.223], [-0.482, 6.949, -5.856], [-0.289, 5.341, -4.226], [-8.399, -0.153, -5.074], [-9.242, -0.686, -4.064], [-8.319, -0.878, -5.885], [-8.827, 0.775, -5.460], [-7.404, 0.038, -4.661], [-9.295, -0.027, -3.360], [5.061, -0.476, -2.858], [4.526, 0.674, -3.499], [4.536, -0.630, -1.914], [4.921, -1.352, -3.496], [6.125, -0.326, -2.659], [5.007, 0.788, -4.329], [6.750, 0.526, 5.945], [6.558, -0.834, 6.305], [7.779, 0.807, 6.167], [6.563, 0.654, 4.875], [6.070, 1.159, 6.521], [5.641, -1.057, 6.099], [-5.000, 2.123, 2.146], [-5.173, 0.758, 2.505], [-3.971, 2.415, 2.361], [-5.196, 2.249, 1.078], [-5.682, 2.747, 2.727], [-6.089, 0.524, 2.305]],
  "gap_ha": 0.2401,
  "total_charge": 1,
  "lumo_ev": -4.97
}



(2)
{
  "formula": "C20H48BF4N4O6",
  "method": "the ωB97M-V functional and the def2-TZVPD basis",
  "species": ["B", "F", "F", "F", "F", "C", "C", "N", "H", "H", "H", "C", "C", "N", "H", "H", "H", "C", "C", "N", "H", "H", "H", "C", "C", "N", "H", "H", "H", "C", "C", "O", "H", "H", "H", "H", "H", "H", "C", "C", "O", "H", "H", "H", "H", "H", "H", "C", "C", "O", "H", "H", "H", "H", "H", "H", "C", "C", "O", "H", "H", "H", "H", "H", "H", "C", "C", "O", "H", "H", "H", "H", "H", "H", "C", "C", "O", "H", "H", "H", "H", "H", "H"],
  "xyz": [[0.674, -0.326, -0.069], [1.895, 0.420, -0.171], [0.701, -1.242, -1.142], [0.807, -1.081, 1.047], [-0.463, 0.395, -0.122], [4.488, 2.189, 0.129], [5.224, 2.497, -1.258], [5.649, 2.789, -2.320], [4.206, 0.972, -0.127], [5.287, 2.208, 0.857], [3.591, 2.810, 0.219], [3.144, 0.275, 2.963], [4.460, -0.155, 3.468], [5.503, -0.477, 3.893], [2.317, 0.231, 3.649], [3.285, 1.259, 2.379], [2.826, -0.333, 2.084], [0.469, -3.792, 3.528], [-0.831, -4.530, 3.323], [-1.836, -5.089, 3.045], [0.776, -4.182, 4.520], [1.198, -3.971, 3.029], [0.238, -2.748, 3.395], [3.467, -2.357, -1.922], [4.903, -2.238, -1.435], [6.028, -2.255, -1.083], [3.199, -1.346, -2.616], [3.246, -3.143, -2.450], [2.665, -2.350, -1.201], [-2.266, 4.402, -1.605], [-1.982, 3.004, -1.821], [-1.541, 2.684, -3.106], [-2.782, 4.622, -0.704], [-2.919, 4.878, -2.472], [-1.308, 5.002, -1.837], [-2.885, 2.405, -1.748], [-1.395, 2.680, -0.985], [-1.220, 1.661, -3.128], [-2.552, 0.786, 4.775], [-1.253, 0.012, 4.313], [-1.276, 0.228, 2.947], [-2.315, 1.156, 5.862], [-3.570, 0.420, 4.681], [-2.511, 1.786, 4.340], [-1.434, -0.973, 4.437], [-0.398, 0.515, 4.782], [-0.597, -0.348, 2.715], [1.325, 4.313, -1.122], [2.557, 5.074, -1.291], [2.383, 6.331, -1.744], [1.323, 3.339, -0.490], [0.845, 3.808, -2.119], [0.583, 4.896, -0.772], [3.306, 4.570, -2.114], [2.909, 5.150, -0.178], [1.607, 6.701, -1.291], [-4.925, -0.852, -0.271], [-3.610, -0.219, 0.308], [-3.732, 0.460, 1.506], [-5.575, -0.094, -0.372], [-5.247, -1.753, 0.311], [-4.982, -1.463, -1.301], [-3.027, 0.457, -0.254], [-2.931, -1.225, 0.537], [-2.845, 0.658, 1.920], [-0.594, -5.958, -0.743], [-0.489, -4.394, -0.709], [0.802, -4.016, -0.197], [-0.711, -6.086, 0.374], [0.182, -6.471, -1.361], [-1.640, -6.308, -1.261], [-1.147, -3.757, -0.185], [-0.579, -4.199, -1.832], [0.776, -3.117, -0.498], [-2.813, -0.505, -4.355], [-1.932, -0.950, -3.196], [-0.804, -0.052, -3.021], [-3.148, 0.510, -4.215], [-3.643, -0.862, -4.247], [-2.180, -0.732, -5.365], [-1.919, -1.929, -3.121], [-2.436, -0.659, -2.269], [-0.605, -0.024, -2.135]],
  "gap_ha": 0.3460,
  "total_charge": -1,
  "lumo_ev": 2.26
}



(3)
{
  "formula": "C20H48BrO9P3",
  "method": "the ωB97M-V functional and the def2-TZVPD basis",
  "species": ["C", "C", "C", "Br", "P", "C", "C", "C", "C", "O", "C", "H", "H", "H", "H", "H", "H", "H", "H", "H", "H", "H", "H", "H", "H", "H", "H", "H", "H", "C", "C", "O", "P", "O", "O", "C", "C", "O", "C", "C", "H", "H", "H", "H", "H", "H", "H", "H", "H", "H", "H", "H", "H", "H", "H", "C", "C", "O", "P", "O", "O", "C", "C", "O", "C", "C", "H", "H", "H", "H", "H", "H", "H", "H", "H", "H", "H", "H", "H", "H", "H"],
  "xyz": [[-0.732, 4.898, 2.190], [0.280, 5.776, 2.985], [1.731, 5.350, 2.645], [2.851, 7.006, 2.759], [2.410, 4.081, 3.850], [3.854, 4.775, 4.804], [3.181, 2.652, 2.921], [3.344, 2.899, 1.390], [4.184, 1.793, 0.711], [5.505, 2.255, 0.463], [5.550, 3.196, -0.616], [-0.258, 4.485, 1.290], [-1.592, 5.499, 1.871], [-1.121, 4.085, 2.817], [0.073, 5.770, 4.061], [0.168, 6.817, 2.654], [1.744, 5.044, 1.596], [4.749, 4.830, 4.164], [3.616, 5.728, 5.278], [4.103, 4.047, 5.590], [4.197, 2.476, 3.313], [2.608, 1.726, 3.047], [2.325, 2.975, 0.974], [3.781, 3.903, 1.275], [3.717, 1.594, -0.274], [4.174, 0.856, 1.279], [6.066, 2.707, -1.454], [6.068, 4.086, -0.247], [4.544, 3.463, -0.971], [-0.759, -3.293, 2.185], [0.728, -3.557, 2.029], [1.111, -3.734, 0.669], [1.358, -2.450, -0.360], [2.257, -1.670, 0.578], [2.601, -3.062, -1.274], [3.721, -2.233, -1.602], [4.917, -2.592, -0.742], [0.337, -3.144, -1.469], [0.373, -4.557, -1.730], [-0.921, -5.198, -1.261], [-1.086, -2.480, 1.538], [-0.994, -3.037, 3.219], [-1.337, -4.178, 1.917], [1.308, -2.760, 2.497], [0.986, -4.482, 2.549], [3.468, -1.177, -1.499], [3.957, -2.405, -2.655], [4.653, -2.633, 0.315], [5.721, -1.864, -0.870], [5.297, -3.578, -1.016], [1.232, -5.033, -1.267], [0.481, -4.680, -2.809], [-1.276, -4.749, -0.336], [-0.790, -6.271, -1.109], [-1.709, -5.058, -2.004], [-4.701, 1.495, -0.205], [-5.107, 1.222, -1.643], [-4.508, 0.032, -2.142], [-5.134, -1.443, -1.768], [-6.605, -1.208, -1.944], [-4.844, -2.281, -3.161], [-5.857, -3.135, -3.702], [-6.525, -2.475, -4.892], [-3.740, -2.027, -1.132], [-2.479, -1.762, -1.765], [-1.640, -0.872, -0.868], [-4.868, 0.617, 0.425], [-5.268, 2.334, 0.200], [-3.641, 1.745, -0.146], [-6.194, 1.183, -1.731], [-4.768, 2.039, -2.281], [-6.589, -3.402, -2.941], [-5.368, -4.060, -4.016], [-6.839, -1.457, -4.663], [-7.400, -3.044, -5.212], [-5.828, -2.414, -5.731], [-2.602, -1.313, -2.747], [-1.982, -2.718, -1.908], [-2.250, -0.128, -0.359], [-0.861, -0.362, -1.440], [-1.154, -1.464, -0.091]],
  "smiles": "CC[C@@H](Br)P(C)CCCOC.CCOP(=O)(OCC)OCC.CCOP(=O)(OCC)OCC",
  "gap_ha": 0.2302,
  "lumo_ev": -1.70
}



(4)
{
  "formula": "C20H49AlNO18V",
  "method": "the ωB97M-V functional and the def2-TZVPD basis",
  "species": ["O", "V", "O", "Al", "C", "C", "O", "O", "H", "H", "H", "C", "C", "O", "O", "H", "H", "H", "C", "C", "O", "O", "H", "H", "H", "H", "H", "H", "C", "C", "O", "O", "H", "H", "H", "H", "H", "H", "C", "C", "O", "O", "H", "H", "H", "H", "H", "H", "C", "C", "O", "O", "H", "H", "H", "H", "H", "H", "C", "C", "O", "O", "H", "H", "H", "H", "H", "H", "C", "C", "O", "O", "H", "H", "H", "H", "H", "H", "C", "C", "C", "C", "N", "H", "H", "H", "H", "H", "H", "H"],
  "xyz": [[-3.182, 2.838, -2.935], [-1.580, 2.894, -3.100], [-0.885, 4.220, -3.497], [-1.585, -1.218, -2.425], [0.524, -2.302, 0.407], [-0.109, -1.900, -1.049], [-0.462, -2.600, -1.974], [-0.465, -0.569, -1.088], [0.146, -1.681, 1.205], [1.602, -2.168, 0.408], [0.327, -3.358, 0.518], [-3.046, -0.063, -5.551], [-1.918, 0.536, -4.758], [-1.631, 1.845, -4.792], [-1.250, -0.207, -4.022], [-3.854, -0.060, -4.820], [-2.830, -1.020, -5.975], [-3.486, 0.544, -6.353], [-4.057, -2.716, -3.572], [-4.705, -1.709, -2.720], [-3.543, -0.846, -2.123], [-2.554, -2.813, -3.576], [-4.248, -2.436, -4.570], [-4.446, -3.681, -3.250], [-5.143, -2.265, -1.907], [-5.361, -1.078, -3.328], [-3.768, 0.091, -1.828], [-2.329, -2.666, -4.475], [6.212, -1.079, -0.743], [5.621, -1.439, -2.102], [4.729, -0.360, -2.555], [5.168, -0.734, 0.209], [6.847, -0.206, -0.807], [6.797, -1.927, -0.469], [5.077, -2.405, -2.180], [6.481, -1.638, -2.754], [5.228, 0.327, -3.021], [5.623, -0.074, 0.746], [2.210, 2.169, -2.948], [1.408, 2.890, -1.938], [0.069, 2.398, -1.948], [2.037, 0.716, -2.846], [3.228, 2.583, -2.809], [1.887, 2.382, -3.961], [1.486, 3.958, -2.183], [1.761, 2.754, -0.949], [-0.046, 1.550, -1.505], [2.898, 0.289, -2.755], [-4.524, 0.511, 1.471], [-5.468, -0.628, 1.811], [-6.898, -0.280, 1.691], [-5.109, 1.151, 0.239], [-3.512, 0.214, 1.198], [-4.477, 1.291, 2.222], [-5.287, -0.929, 2.807], [-5.251, -1.460, 1.111], [-7.100, 0.014, 2.580], [-5.969, 1.505, 0.519], [-0.152, -6.030, 3.946], [0.433, -4.864, 3.503], [1.473, -4.589, 4.385], [-1.024, -6.271, 2.770], [-0.688, -6.126, 4.888], [0.561, -6.825, 4.046], [-0.286, -4.043, 3.261], [0.888, -5.130, 2.341], [1.956, -3.771, 4.193], [-1.957, -6.132, 2.832], [2.978, -0.394, 4.428], [3.037, 0.270, 3.067], [4.116, 1.258, 3.020], [4.027, -1.445, 4.653], [2.015, -0.931, 4.362], [2.892, 0.312, 5.203], [2.118, 0.857, 2.892], [3.153, -0.458, 2.278], [5.000, 0.799, 2.947], [4.628, -1.095, 5.310], [1.932, 6.110, 2.611], [0.429, 6.216, 2.317], [-0.369, 4.950, 2.646], [-0.199, 3.874, 1.644], [-0.009, 3.041, 0.866], [2.057, 6.375, 3.675], [2.503, 6.821, 2.014], [2.320, 5.116, 2.474], [0.326, 6.409, 1.203], [-0.019, 7.039, 2.807], [-1.427, 5.014, 2.889], [0.000, 4.491, 3.546]],
  "gap_ha": 0.2584,
  "total_charge": 2,
  "lumo_ev": -6.43
}